No. 1
Below is one molecule with the formula C8H12N4O3 at a distorted geometry, with properties calculated with ωB97M-V/def2-TZVPD.

Summary:
SMILES string: NCC(=O)N[C@@H](Cc1c[nH]cn1)C(=O)O
DFT total energy (eV): -20594.2962
Kohn-Sham gap (Eh): 0.3359
LUMO level (Ha): 0.0241
F_max (eV Å⁻¹): 1.67
Highest occupied orbital energy (eV): -8.4838

ORCA input file:
```
! wB97M-V def2-TZVPD RIJCOSX def2/J DEFGRID3
* xyz 0 1
N 4.20 0.43 0.47
C 3.84 -0.97 0.30
C 2.40 -1.07 -0.20
O 1.94 -2.08 -0.74
N 1.70 0.03 0.07
C 0.36 0.16 -0.37
C -0.51 -0.50 0.73
C -2.03 -0.55 0.50
C -2.66 -1.22 -0.53
N -3.99 -0.85 -0.51
C -4.13 -0.01 0.57
N -3.00 0.15 1.20
C -0.01 1.64 -0.48
O -0.97 2.07 -1.05
O 0.97 2.39 0.13
H 5.10 0.53 0.92
H 4.40 0.79 -0.48
H 4.52 -1.55 -0.35
H 3.86 -1.55 1.24
H 2.11 0.77 0.60
H 0.26 -0.23 -1.36
H -0.11 -1.50 0.89
H -0.24 0.08 1.59
H -2.22 -1.87 -1.26
H -4.71 -1.24 -1.10
H -5.12 0.31 0.89
H 0.69 3.31 -0.03
*
```

---

No. 2
Below is a 3-piece molecular cluster, C4H13NO2 overall at a distorted geometry, with properties calculated with ωB97M-V/def2-TZVPD.

Summary:
SMILES string: C=C(C)NC.O.O
DFT total energy (eV): -9942.1780
Kohn-Sham gap (Eh): 0.3007
LUMO level (Ha): 0.0233
F_max (eV Å⁻¹): 4.79
Highest occupied orbital energy (eV): -7.5489

ORCA input file:
```
! wB97M-V def2-TZVPD RIJCOSX def2/J DEFGRID3
* xyz 0 1
C 1.94 0.50 -0.51
C 0.62 0.88 -0.66
C -0.03 0.79 -1.96
N 0.08 1.50 0.48
C -1.36 1.62 0.58
H 2.64 0.53 -1.32
H 2.26 0.32 0.51
H 0.70 1.06 -2.73
H -0.49 -0.20 -2.12
H -0.72 1.65 -2.00
H 0.48 1.35 1.39
H -1.96 1.06 -0.12
H -1.78 1.41 1.56
H -1.72 2.72 0.63
O 0.57 -2.28 1.98
H 1.22 -2.95 2.23
H 0.90 -2.14 1.08
O -1.15 -2.60 -0.10
H -1.05 -1.89 0.55
H -1.16 -3.32 0.53
*
```

---

No. 3
Below is one molecule with the formula C3H8N2O2S2 at a distorted geometry, with properties calculated with ωB97M-V/def2-TZVPD.

Summary:
SMILES string: NS(=O)(=O)[C@@H]1NCCS1
DFT total energy (eV): -31984.6155
Kohn-Sham gap (Eh): 0.3468
LUMO level (Ha): 0.0190
F_max (eV Å⁻¹): 5.77
Highest occupied orbital energy (eV): -8.9207

ORCA input file:
```
! wB97M-V def2-TZVPD RIJCOSX def2/J DEFGRID3
* xyz 0 1
N 2.50 -1.05 0.45
S 2.19 0.53 -0.08
O 1.97 0.39 -1.51
O 3.21 1.43 0.37
C 0.52 0.78 0.74
N -0.22 -0.33 0.56
C -0.85 -0.32 -0.74
C -1.47 1.03 -1.06
S -0.33 2.17 -0.08
H 1.76 -1.59 -0.09
H 3.37 -1.48 0.50
H 0.81 1.04 1.79
H -0.84 -0.66 1.33
H -1.70 -1.05 -0.82
H -0.10 -0.49 -1.38
H -1.63 1.40 -2.01
H -2.31 1.07 -0.33
*
```

---

No. 4
Below is one molecule with the formula C6H6N2S at a distorted geometry, with properties calculated with ωB97M-V/def2-TZVPD.

Summary:
DFT total energy (eV): -20129.3115
Kohn-Sham gap (spin up / spin down) (Eh): 0.3073 / 0.2322
LUMO level (spin up / spin down) (Ha): -0.0521 / -0.1014
F_max (eV Å⁻¹): 3.24
Highest occupied orbital energy (spin up / spin down) (eV): -9.7806 / -9.0779

ORCA input file:
```
! wB97M-V def2-TZVPD RIJCOSX def2/J DEFGRID3
* xyz 0 1
C 1.20 -0.57 -1.85
C -1.23 -1.85 0.38
C 0.53 1.74 -0.56
C -0.48 0.13 1.28
C 0.78 0.70 0.48
C 0.94 0.36 -0.91
N 1.46 -1.41 -2.59
N -0.47 -1.26 1.18
S -2.36 -1.18 -0.71
H -1.25 -2.90 0.30
H -0.47 2.14 -0.52
H 1.25 2.53 -0.59
H -0.34 0.32 2.32
H -1.26 0.58 0.75
H 1.71 0.68 1.03
*
```

---

No. 5
Below is one molecule with the formula C4H4OS at a distorted geometry, with properties calculated with ωB97M-V/def2-TZVPD.

Summary:
SMILES string: Sc1ccco1
DFT total energy (eV): -17091.9123
Kohn-Sham gap (Eh): 0.3375
LUMO level (Ha): 0.0254
F_max (eV Å⁻¹): 7.32
Highest occupied orbital energy (eV): -8.4925

ORCA input file:
```
! wB97M-V def2-TZVPD RIJCOSX def2/J DEFGRID3
* xyz 0 1
S -0.53 -2.52 0.41
C -0.19 -0.78 0.53
C 0.97 -0.10 0.57
C 0.67 1.29 -0.06
C -0.43 1.16 -0.74
O -0.96 -0.16 -0.28
H -1.54 -2.37 -0.62
H 1.78 -0.54 1.09
H 1.59 2.02 0.07
H -1.35 2.01 -0.97
*
```

---

No. 6
Below is C12H39N12O10Pd as an isolated structure at a distorted geometry, with properties calculated with ωB97M-V/def2-TZVPD.

Summary:
DFT total energy (eV): -54905.0971
Kohn-Sham gap (spin up / spin down) (Eh): 0.2570 / 0.1526
LUMO level (spin up / spin down) (Ha): -0.1519 / -0.2564
F_max (eV Å⁻¹): 8.38
Highest occupied orbital energy (spin up / spin down) (eV): -11.1275 / -11.1293

ORCA input file:
```
! wB97M-V def2-TZVPD RIJCOSX def2/J DEFGRID3
* xyz 1 3
N -9.90 22.00 19.31
H -9.87 21.15 18.76
H -8.98 22.31 19.56
H -10.42 21.74 20.14
H -10.26 22.73 18.70
Pd -8.29 18.26 16.94
C -9.99 18.83 18.98
O -10.06 19.35 17.87
O -9.04 18.03 19.07
O -10.77 18.95 19.87
C -12.26 11.05 19.71
O -11.65 11.47 18.46
C -10.44 12.32 18.66
C -10.89 13.79 18.71
N -11.44 14.35 17.47
C -11.92 15.76 17.52
C -12.72 16.05 16.24
O -13.80 15.16 16.12
C -14.85 15.56 15.24
H -12.57 11.87 20.34
H -11.51 10.52 20.29
H -13.12 10.42 19.46
H -9.76 12.23 17.81
H -9.89 11.91 19.51
H -9.97 14.26 19.05
H -11.67 13.91 19.46
H -12.17 13.74 17.14
H -11.14 16.48 17.78
H -12.68 15.82 18.31
H -12.07 15.95 15.37
H -12.99 17.10 16.24
H -14.48 15.64 14.22
H -15.27 16.51 15.59
H -15.57 14.75 15.21
C -12.62 21.41 21.90
O -11.66 22.14 21.63
N -12.86 20.21 21.47
N -13.57 21.78 22.66
H -13.66 19.74 21.85
H -12.22 19.68 20.89
H -13.32 22.57 23.24
H -14.34 21.15 22.82
C -13.58 19.86 17.14
O -14.68 20.13 16.73
N -13.33 19.82 18.37
N -12.56 19.54 16.47
H -14.07 19.93 19.04
H -12.42 19.52 18.71
H -12.68 19.56 15.47
H -11.70 19.46 16.99
C -7.12 14.62 20.86
O -7.52 14.67 22.00
N -6.25 13.76 20.53
N -7.57 15.42 19.86
H -5.83 13.74 19.61
H -5.83 13.24 21.29
H -7.13 15.24 18.97
H -8.26 16.14 20.04
C -11.52 15.74 21.37
O -11.92 14.71 21.91
N -12.30 16.64 20.76
N -10.31 16.20 21.45
H -11.79 17.45 20.43
H -13.30 16.56 20.85
H -10.02 17.03 20.95
H -9.63 15.75 22.04
C -8.65 19.46 22.72
O -8.14 19.99 23.66
N -8.12 18.50 22.02
N -9.66 19.99 22.15
H -8.31 18.29 21.05
H -7.23 18.20 22.40
H -10.19 20.72 22.61
H -9.94 19.43 21.36
*
```

---

No. 7
Below is C22H56N5O3SSiV as an isolated structure, with properties calculated with ωB97M-V/def2-TZVPD.

Summary:
DFT total energy (eV): -81717.1698
Kohn-Sham gap (spin up / spin down) (Eh): 0.2804 / 0.2746
LUMO level (spin up / spin down) (Ha): -0.0902 / -0.0910
F_max (eV Å⁻¹): 0.16
Highest occupied orbital energy (spin up / spin down) (eV): -10.0836 / -9.9482

ORCA input file:
```
! wB97M-V def2-TZVPD RIJCOSX def2/J DEFGRID3
* xyz 1 2
V -1.16 -1.30 1.61
N -1.17 -1.79 -0.47
C -2.48 -2.29 -0.91
C -3.16 -3.07 0.22
N -3.11 -2.34 1.51
C -4.22 -1.38 1.73
C -3.89 -0.02 1.14
N -2.52 0.38 1.55
H -1.03 -0.85 -0.90
H -0.41 -2.37 -0.82
H -2.40 -2.93 -1.79
H -3.07 -1.42 -1.20
H -2.63 -4.01 0.36
H -4.19 -3.31 -0.06
H -3.21 -3.05 2.23
H -4.34 -1.28 2.81
H -5.16 -1.76 1.32
H -4.63 0.71 1.46
H -3.91 -0.04 0.05
H -2.57 1.04 2.31
H -2.10 0.89 0.74
C 3.06 -0.64 0.48
C 2.54 -0.24 -0.89
C 3.47 0.82 -1.47
C 2.50 -1.47 -1.80
O 1.19 0.23 -0.71
Si 0.39 1.31 -1.72
S -1.63 1.21 -1.33
O 1.07 2.80 -1.58
C 0.89 3.87 -0.64
C 0.72 3.31 0.77
C -0.33 4.69 -1.04
C 2.15 4.71 -0.73
O 0.80 0.79 -3.22
C 0.67 1.44 -4.50
C 0.54 0.32 -5.52
C 1.94 2.25 -4.76
C -0.55 2.35 -4.55
H 4.07 -1.02 0.42
H 2.43 -1.42 0.92
H 3.06 0.23 1.15
H 4.48 0.42 -1.54
H 3.49 1.70 -0.82
H 3.15 1.14 -2.46
H 3.50 -1.87 -1.95
H 2.07 -1.20 -2.77
H 1.88 -2.26 -1.35
H -0.20 2.72 0.83
H 0.66 4.13 1.49
H 1.57 2.68 1.03
H -1.23 4.07 -1.04
H -0.19 5.09 -2.05
H -0.47 5.53 -0.36
H 3.03 4.13 -0.44
H 2.08 5.58 -0.07
H 2.30 5.06 -1.75
H 1.40 -0.35 -5.46
H 0.48 0.72 -6.53
H -0.36 -0.26 -5.32
H 2.82 1.59 -4.76
H 2.07 3.01 -3.99
H 1.89 2.74 -5.73
H -1.46 1.78 -4.35
H -0.63 2.80 -5.54
H -0.47 3.15 -3.82
C 0.57 -3.91 1.31
N -0.10 -3.18 2.40
C -0.99 -4.11 3.10
C 0.92 -2.66 3.33
C 0.32 -1.66 4.29
N -0.41 -0.60 3.57
C 0.50 0.20 2.73
C -1.10 0.25 4.55
H 1.18 -4.73 1.71
H 1.23 -3.24 0.76
H -0.17 -4.33 0.64
H -0.42 -4.91 3.58
H -1.67 -4.57 2.39
H -1.57 -3.60 3.87
H 1.70 -2.18 2.74
H 1.39 -3.47 3.89
H 1.11 -1.23 4.91
H -0.39 -2.14 4.96
H 1.50 0.31 3.17
H 0.09 1.19 2.56
H 0.68 -0.26 1.73
H -0.40 0.65 5.28
H -1.85 -0.34 5.08
H -1.59 1.08 4.06
*
```